Version 1
Entry from the Open Molecules 2025 dataset: an isolated molecule of C7H11N (the ωB97M-V functional and the def2-TZVPD basis).

Geometry as XYZ:
```
19
Properties=species:S:1:pos:R:3
C -0.0197 -1.0432 0.8614
C 1.0490 0.8732 1.5742
C -1.1246 0.4432 -1.0746
C 0.1254 -0.2555 -1.4962
C 0.9263 -0.5516 -0.2206
C 1.6924 0.5052 0.4711
C -2.2631 0.2273 -1.6939
H -0.9224 -1.2174 0.2681
H 0.4281 -2.0327 1.0741
H -0.7016 -0.0787 2.5579
H 1.1192 1.7847 2.1649
H -1.0947 1.2096 -0.3094
H 0.6468 0.3853 -2.1823
H -0.0197 -1.3076 -1.9658
H 1.6548 -1.4640 -0.5079
H 2.4144 1.1209 -0.0991
H -2.4739 -0.6295 -2.4047
H -3.0666 0.9360 -1.6723
N -0.0427 0.0145 1.7925
```

The total charge is 0.

Partial charges, Mulliken, in e: atom 1 (C): -0.93, atom 2 (C): -0.40, atom 3 (C): -0.20, atom 4 (C): -0.73, atom 5 (C): 0.54, atom 6 (C): -0.72, atom 7 (C): -0.73, atom 8 (H): 0.38, atom 9 (H): 0.30, atom 10 (H): 0.20, atom 11 (H): 0.38, atom 12 (H): 0.26, atom 13 (H): 0.35, atom 14 (H): 0.29, atom 15 (H): 0.37, atom 16 (H): 0.33, atom 17 (H): 0.22, atom 18 (H): 0.28, atom 19 (N): -0.19



Version 2
Entry from the Open Molecules 2025 dataset: an isolated molecule of C7H11N (the ωB97M-V functional and the def2-TZVPD basis).

Geometry as XYZ:
```
19
Properties=species:S:1:pos:R:3
C -0.7990 1.4931 -0.0483
C -1.9040 1.2003 0.8527
C 1.0116 0.6599 -1.5517
C 1.5609 -1.4559 0.4197
C 0.1989 0.6046 -0.2928
C 0.3253 -0.5856 0.5822
C -1.0048 -1.4362 0.3782
N -1.4874 -2.4000 -0.0483
H -0.9736 2.2711 -0.7818
H 0.2104 -0.2896 1.6295
H -1.6255 1.2242 1.9055
H -1.9950 -0.0818 0.7437
H -2.7889 1.8034 0.6819
H 0.7765 1.5579 -2.1186
H 2.0801 0.6597 -1.3331
H 0.8058 -0.2046 -2.1862
H 1.6435 -1.8463 -0.5923
H 1.5148 -2.3012 1.1033
H 2.4506 -0.8727 0.6565
```

The total charge is 0.

Partial charges, Mulliken, in e: atom 1 (C): -0.44, atom 2 (C): -1.02, atom 3 (C): -1.48, atom 4 (C): -1.72, atom 5 (C): 0.73, atom 6 (C): 0.54, atom 7 (C): 0.31, atom 8 (N): -0.56, atom 9 (H): 0.30, atom 10 (H): 0.30, atom 11 (H): 0.29, atom 12 (H): 0.15, atom 13 (H): 0.36, atom 14 (H): 0.40, atom 15 (H): 0.31, atom 16 (H): 0.33, atom 17 (H): 0.35, atom 18 (H): 0.44, atom 19 (H): 0.40



Version 3
Entry from the Open Molecules 2025 dataset: a cluster of 2 separate species, C7H11N in total (the ωB97M-V functional and the def2-TZVPD basis).

Geometry as XYZ:
```
19
Properties=species:S:1:pos:R:3
C 0.0788 -1.1455 -0.6697
C -1.5545 -1.1418 -1.0841
C -1.9397 0.1996 -0.5385
C 1.6403 0.7980 1.3620
C 0.9058 0.1272 2.4061
C -0.9845 1.0505 -0.1944
C 0.3286 0.3651 -0.7612
H 0.2719 -1.5140 0.3457
H 0.5146 -1.5897 -1.4433
H -2.1531 -2.2267 -0.9416
H -1.5915 -1.0624 -2.2756
H -3.0065 0.6742 -0.9402
H 2.7292 1.0258 1.5917
H -0.1442 -0.1964 2.1958
H 1.2973 0.3669 3.3472
H -0.8588 2.0832 0.0948
H 0.4002 0.5751 -1.8227
H 2.6444 0.7239 -0.6781
N 1.4217 0.8870 0.0060
```

The total charge is 0.

Partial charges, Mulliken, in e: atom 1 (C): -0.86, atom 2 (C): -0.43, atom 3 (C): -0.39, atom 4 (C): -0.07, atom 5 (C): -0.83, atom 6 (C): -0.43, atom 7 (C): 0.03, atom 8 (H): 0.29, atom 9 (H): 0.46, atom 10 (H): 0.29, atom 11 (H): 0.20, atom 12 (H): 0.19, atom 13 (H): 0.30, atom 14 (H): 0.21, atom 15 (H): 0.34, atom 16 (H): 0.43, atom 17 (H): 0.37, atom 18 (H): 0.30, atom 19 (N): -0.39



Version 4
Entry from the Open Molecules 2025 dataset: an isolated molecule of C7H11N (the ωB97M-V functional and the def2-TZVPD basis).

Geometry as XYZ:
```
19
Properties=species:S:1:pos:R:3
C 0.6330 1.8101 -0.0392
C 0.4333 1.2842 1.4411
C 0.7904 -1.1619 -0.6456
C 0.0788 -0.2600 -1.2452
C -0.9046 0.5955 1.6750
C 1.3580 -2.1766 -0.0979
C -1.0351 -0.6402 -2.1107
N 0.4278 1.1568 -1.0706
H 0.8885 2.8429 -0.2140
H 1.2463 0.6027 1.6035
H -1.6477 1.3301 1.5440
H -0.8993 0.2041 2.6764
H -1.0817 -0.1376 0.8390
H 2.3667 -2.6795 -0.2616
H 0.7252 -2.3954 0.8294
H 0.4914 2.1142 2.0674
H -1.9405 -0.0259 -1.9639
H -1.3171 -1.7479 -1.8507
H -0.6134 -0.7155 -3.1765
```

The total charge is 0.

Partial charges, Mulliken, in e: atom 1 (C): -0.06, atom 2 (C): -0.59, atom 3 (C): 0.47, atom 4 (C): 0.13, atom 5 (C): -0.96, atom 6 (C): -0.83, atom 7 (C): -1.13, atom 8 (N): -0.45, atom 9 (H): 0.44, atom 10 (H): 0.34, atom 11 (H): 0.38, atom 12 (H): 0.30, atom 13 (H): 0.21, atom 14 (H): 0.26, atom 15 (H): 0.21, atom 16 (H): 0.37, atom 17 (H): 0.31, atom 18 (H): 0.28, atom 19 (H): 0.32



What should be chosen as the most stable of them? Choose version 2.



Version 1
Entry from the Open Molecules 2025 dataset: the ion C3H9N2S with charge -1 (the ωB97M-V functional and the def2-TZVPD basis).

Geometry as XYZ:
```
15
Properties=species:S:1:pos:R:3
C -0.8307 0.2587 0.0802
C -1.1823 -0.5179 -1.1826
S -0.0731 0.1585 -2.5965
N 0.1027 -0.4072 0.9554
C 0.6221 0.5663 1.9857
N 1.3320 -0.2004 3.0025
H -1.7905 0.3983 0.6673
H -0.4635 1.4436 -0.1715
H -1.0117 -1.5298 -1.0948
H -2.1716 -0.4542 -1.4141
H 0.9082 -0.7956 0.3545
H 1.2861 1.3756 1.5659
H -0.2544 0.7997 2.6552
H 2.1651 -0.3812 2.5719
H 0.8049 -0.9820 3.4045
```

The total charge is -1.

Partial charges, Mulliken, in e: atom 1 (C): -0.35, atom 2 (C): -0.98, atom 3 (S): -0.71, atom 4 (N): -0.42, atom 5 (C): -0.42, atom 6 (N): -0.62, atom 7 (H): 0.19, atom 8 (H): 0.20, atom 9 (H): 0.33, atom 10 (H): 0.35, atom 11 (H): 0.28, atom 12 (H): 0.39, atom 13 (H): 0.31, atom 14 (H): 0.21, atom 15 (H): 0.26



Version 2
Entry from the Open Molecules 2025 dataset: the ion C3H9N2S with charge -1 (the ωB97M-V functional and the def2-TZVPD basis).

Geometry as XYZ:
```
15
Properties=species:S:1:pos:R:3
N -0.0912 -0.1631 -1.5355
C -0.0834 0.4214 -0.1202
C -1.5762 0.1046 0.5286
S -2.9750 0.1087 -0.6289
C 0.9572 -0.2377 0.7806
N 2.3372 -0.2777 0.1574
H -0.7365 0.5080 -1.8860
H -0.7199 -1.0087 -1.5657
H -0.2603 1.6100 -0.1987
H -1.4565 0.8498 1.3915
H -1.6245 -0.7628 1.1845
H 0.6121 -1.2401 0.9256
H 0.8942 0.2778 1.6904
H 2.6383 0.6293 -0.0122
H 2.0846 -0.8196 -0.7115
```

The total charge is -1.

Partial charges, Mulliken, in e: atom 1 (N): -0.83, atom 2 (C): 0.25, atom 3 (C): -0.98, atom 4 (S): -0.59, atom 5 (C): -0.94, atom 6 (N): -0.70, atom 7 (H): 0.32, atom 8 (H): 0.25, atom 9 (H): 0.27, atom 10 (H): 0.31, atom 11 (H): 0.26, atom 12 (H): 0.37, atom 13 (H): 0.42, atom 14 (H): 0.26, atom 15 (H): 0.34



What should be chosen as the most stable of them? Choose version 2.



Version 1
Entry from the Open Molecules 2025 dataset: a cluster of 2 separate species, C3H8S in total (the ωB97M-V functional and the def2-TZVPD basis).

Geometry as XYZ:
```
12
Properties=species:S:1:pos:R:3
C -4.2253 -0.6424 1.1508
S -2.9074 0.5397 1.3682
H -4.7063 -1.0232 2.0393
H -4.9521 -0.3518 0.3903
H -3.8939 -1.6009 0.7219
H -2.6339 0.8454 0.0953
C 3.9829 0.5177 -1.6412
C 3.7971 0.3243 -0.3419
H 4.2006 -0.3781 -2.2080
H 3.5688 1.3318 -2.2055
H 3.9099 -0.6284 0.1739
H 3.8596 1.0661 0.4569
```

The total charge is 0.

Partial charges, Mulliken, in e: atom 1 (C): -0.79, atom 2 (S): -0.18, atom 3 (H): 0.29, atom 4 (H): 0.28, atom 5 (H): 0.29, atom 6 (H): 0.11, atom 7 (C): -0.45, atom 8 (C): -0.47, atom 9 (H): 0.21, atom 10 (H): 0.26, atom 11 (H): 0.21, atom 12 (H): 0.24



Version 2
Entry from the Open Molecules 2025 dataset: a cluster of 2 separate species, C3H8S in total (the ωB97M-V functional and the def2-TZVPD basis).

Geometry as XYZ:
```
12
Properties=species:S:1:pos:R:3
C 1.9819 0.5584 -1.5694
S 1.7039 0.1517 0.2246
H 3.0256 0.4364 -1.7605
H 1.2708 -0.0313 -2.1326
H 1.7076 1.6083 -1.6299
H 0.3743 0.1568 0.0936
C -3.1415 -0.6547 1.3029
C -2.4872 -0.3834 0.1837
H -2.7597 -0.2623 2.2402
H -4.1671 -0.9793 1.4312
H -1.6992 0.3495 0.1367
H -2.7638 -0.9460 -0.7034
```

The total charge is 0.

Partial charges, Mulliken, in e: atom 1 (C): -0.71, atom 2 (S): -0.13, atom 3 (H): 0.28, atom 4 (H): 0.26, atom 5 (H): 0.26, atom 6 (H): 0.01, atom 7 (C): -0.55, atom 8 (C): -0.35, atom 9 (H): 0.23, atom 10 (H): 0.24, atom 11 (H): 0.23, atom 12 (H): 0.22



What should be chosen as the most stable of them? Choose version 2.